[1]
Here is a 3-piece molecular cluster, C25H58O7Si4 overall in a non-equilibrium geometry from the Open Molecules 2025 dataset. Energies are from ωB97M-V/def2-TZVPD.

Orbital gap, Eh: 0.33095
SMILES: C=CC(=O)OCCCCCCC(=O)OCCOC.C[Si](C)(C)O[Si](C)(C)C.C[Si](C)(C)O[Si](C)(C)C

Last column: Mulliken charge in e.
CARTESIAN COORDINATES (ANGSTROEM)
C -4.21 -3.13 -1.80  -0.643
C -3.67 -4.26 -0.94  -0.160
C -2.11 -4.09 -0.45  0.504
O -1.71 -2.86 -0.03  -0.541
O -1.10 -5.16 -0.38  -0.278
C -1.04 -5.97 -1.61  -0.359
C 0.48 -5.99 -2.31  -0.454
C 0.35 -6.88 -3.68  0.011
C 1.67 -6.89 -4.64  -0.777
C 2.45 -5.45 -4.77  -0.604
C 1.86 -4.47 -5.98  -0.287
C 1.62 -2.95 -5.42  0.213
O 2.56 -1.97 -5.51  -0.581
O 0.35 -2.60 -4.77  -0.258
C -0.77 -2.69 -5.73  -0.434
C -1.99 -3.49 -4.92  0.298
O -2.87 -4.22 -5.84  -0.421
C -2.31 -5.54 -6.21  -0.162
H -5.07 -3.26 -2.59  0.261
H -3.72 -2.06 -1.74  0.285
H -4.35 -5.18 -0.70  0.329
H -1.76 -5.62 -2.46  0.147
H -1.27 -7.09 -1.28  0.233
H 0.74 -4.86 -2.58  0.179
H 1.29 -6.40 -1.56  0.350
H 0.19 -8.01 -3.32  0.341
H -0.65 -6.57 -4.21  -0.192
H 2.41 -7.78 -4.34  0.357
H 1.29 -7.16 -5.74  0.271
H 2.57 -4.85 -3.77  0.383
H 3.57 -5.71 -5.11  0.313
H 0.92 -4.94 -6.53  0.271
H 2.70 -4.38 -6.83  0.339
H -1.18 -1.59 -5.91  0.251
H -0.49 -3.18 -6.75  0.352
H -1.51 -4.24 -4.14  -0.195
H -2.66 -2.73 -4.33  0.230
H -2.56 -5.76 -7.34  0.270
H -2.78 -6.39 -5.52  0.216
H -1.13 -5.52 -6.06  -0.140
C 0.59 -0.09 6.80  -1.020
Si 1.15 0.86 5.27  0.407
C -0.01 2.31 5.00  -0.596
C 2.87 1.54 5.60  -0.984
O 1.14 -0.15 3.93  -0.542
Si 0.04 -1.09 3.06  0.499
C 0.86 -1.96 1.62  -0.596
C -1.34 0.00 2.38  -0.877
C -0.73 -2.39 4.18  -1.005
H -0.45 -0.39 6.71  0.283
H 0.69 0.54 7.69  0.372
H 1.20 -0.98 6.94  0.275
H 0.24 2.84 4.08  -0.189
H 0.05 3.01 5.84  0.431
H -1.05 1.97 4.93  0.361
H 3.23 2.12 4.75  0.247
H 3.58 0.73 5.80  0.309
H 2.85 2.20 6.48  0.299
H 1.30 -1.24 0.93  0.281
H 0.12 -2.56 1.07  -0.035
H 1.65 -2.64 1.97  0.318
H -1.93 0.43 3.19  0.319
H -2.01 -0.59 1.74  0.392
H -0.92 0.82 1.78  0.153
H -1.33 -1.93 4.96  0.294
H 0.05 -3.00 4.65  0.286
H -1.38 -3.06 3.60  0.376
C 2.06 5.71 0.23  -1.019
Si 1.16 5.79 1.88  0.385
C -0.46 4.84 1.73  -0.774
C 2.22 4.93 3.17  -0.921
O 0.85 7.39 2.30  -0.418
Si 0.04 8.72 1.69  0.466
C 0.19 10.22 2.81  -1.034
C -1.79 8.33 1.50  -1.002
C 0.73 9.19 0.00  -1.003
H 1.42 6.08 -0.58  0.298
H 2.34 4.68 0.00  0.373
H 2.97 6.32 0.26  0.278
H -1.04 4.93 2.65  0.294
H -0.27 3.78 1.54  0.163
H -1.06 5.23 0.90  0.323
H 1.72 4.92 4.14  0.272
H 3.19 5.43 3.27  0.423
H 2.40 3.89 2.87  0.156
H -0.22 10.00 3.81  0.280
H -0.35 11.07 2.40  0.302
H 1.24 10.51 2.93  0.286
H -1.95 7.55 0.74  0.291
H -2.35 9.22 1.18  0.380
H -2.21 7.98 2.44  0.276
H 0.54 8.40 -0.73  0.289
H 1.81 9.36 0.06  0.275
H 0.26 10.11 -0.37  0.381


[2]
Here is a 3-piece molecular cluster, C25H60BBrN4O9P overall in a non-equilibrium geometry from the Open Molecules 2025 dataset. Energies are from ωB97M-V/def2-TZVPD.

Orbital gap, Eh: 0.24645
ΔE to the lowest compared entry with this formula, charge and spin, kJ/mol: 0.00
Total charge: +1

Last column: Mulliken charge in e.
CARTESIAN COORDINATES (ANGSTROEM)
C 5.04 -2.76 3.95  -1.309
C 5.02 -2.21 2.51  -0.033
C 3.96 -2.94 1.69  -1.203
N 3.70 -2.33 0.38  0.987
B 4.10 -3.18 -0.81  0.453
N 3.06 -3.73 -1.66  -0.509
O 5.44 -3.43 -0.93  -0.556
C 3.16 -1.16 0.21  -0.921
N 3.13 -0.73 -1.13  -0.037
Br 4.72 0.07 -1.72  0.003
N 2.67 -0.44 1.27  0.839
C 2.39 0.98 0.93  0.024
C 2.42 1.88 2.17  -1.255
C 1.35 2.98 2.12  -0.524
C 0.91 3.43 0.72  -0.335
C 2.05 3.87 -0.20  -1.030
C 1.98 3.25 -1.61  -0.059
O 0.65 3.01 -2.02  -0.478
C 0.47 1.75 -2.62  -0.369
C 1.40 -1.04 1.82  -2.488
C 0.57 -1.74 0.75  1.176
P -1.10 -1.97 1.42  1.115
O -1.02 -2.38 2.83  -0.831
O -1.84 -3.05 0.52  -0.465
C -1.52 -2.97 -0.90  0.294
C -2.60 -3.71 -1.68  -1.565
O -1.81 -0.56 1.21  -0.192
C -3.25 -0.63 1.43  -0.350
C -3.99 -0.74 0.09  -0.784
H 5.04 -1.95 4.68  0.334
H 4.15 -3.36 4.15  0.395
H 5.89 -3.41 4.14  0.352
H 5.97 -2.42 2.02  0.415
H 4.85 -1.14 2.53  0.194
H 3.02 -3.07 2.24  0.334
H 4.33 -3.95 1.51  0.539
H 3.33 -4.66 -1.94  0.248
H 2.96 -3.20 -2.52  0.165
H 5.82 -2.90 -1.63  0.305
H 2.36 -0.10 -1.32  -0.041
H 1.40 1.02 0.46  -0.151
H 3.10 1.38 0.22  0.707
H 3.41 2.32 2.26  0.446
H 2.23 1.27 3.05  0.419
H 1.75 3.85 2.64  0.440
H 0.46 2.69 2.68  -0.133
H 0.24 4.27 0.85  0.687
H 0.30 2.65 0.28  0.041
H 2.01 4.95 -0.33  0.517
H 3.04 3.63 0.20  0.295
H 2.42 3.96 -2.32  0.519
H 2.57 2.33 -1.68  -0.151
H -0.54 1.68 -3.00  0.221
H 0.60 0.96 -1.86  -0.083
H 1.20 1.60 -3.42  0.410
H 0.80 -0.24 2.25  0.932
H 1.61 -1.72 2.65  0.262
H 0.47 -1.09 -0.13  -0.497
H 0.96 -2.72 0.49  0.314
H -0.59 -3.51 -1.05  0.381
H -1.41 -1.94 -1.23  0.089
H -3.37 -3.04 -2.06  0.251
H -2.16 -4.30 -2.48  0.399
H -3.09 -4.40 -1.00  0.429
H -3.57 0.28 1.92  0.179
H -3.51 -1.45 2.10  0.436
H -4.56 -1.67 0.03  0.259
H -4.66 0.11 -0.03  0.407
H -3.27 -0.68 -0.72  0.042
C -2.13 -2.97 -5.92  -0.576
O -1.67 -1.85 -6.66  -0.397
C -2.05 -0.61 -6.08  -0.781
C -0.92 0.00 -5.29  -0.516
O -0.56 -0.80 -4.16  0.057
C 0.59 -1.59 -4.39  -0.829
H -1.58 -3.85 -6.25  0.265
H -1.96 -2.83 -4.85  0.109
H -3.20 -3.13 -6.09  0.363
H -2.93 -0.74 -5.45  0.325
H -2.31 0.06 -6.90  0.435
H -1.25 0.97 -4.90  0.299
H -0.05 0.17 -5.92  0.462
H 1.49 -0.98 -4.30  0.288
H 0.57 -2.08 -5.36  0.466
H 0.61 -2.37 -3.62  0.056
C -5.68 4.19 5.18  -0.728
O -5.68 3.32 4.06  -0.378
C -5.37 3.96 2.84  -0.679
C -3.93 3.74 2.44  0.457
O -3.02 4.33 3.35  -0.395
C -2.47 3.39 4.25  -0.454
H -5.66 3.57 6.08  0.246
H -4.81 4.84 5.18  0.326
H -6.59 4.80 5.20  0.320
H -5.59 5.03 2.90  0.350
H -6.02 3.53 2.07  0.400
H -3.77 4.21 1.46  0.407
H -3.73 2.67 2.34  -0.430
H -1.70 2.80 3.74  -0.080
H -3.23 2.72 4.66  0.395
H -2.01 3.94 5.07  0.313


Number 1: HOMO level -9.6 eV, LUMO -0.02226 Ha, E -2671.96950 Eh. Number 2: HOMO level -10.8 eV, LUMO -0.15136 Ha, E -4824.75571 Eh.